(P)
34
Properties=species:S:1:pos:R:3:mulliken_charge:R:1 method="wB97M-V/def2-TZVPD" smiles=CCc1ccc(O)cc1.Cc1ccccc1 lumo_energy_ev=0.8 e_homo_ha=-0.304
C 2.30 3.95 -1.21 -1.47
C 2.79 0.14 0.62 -0.58
C 2.23 0.21 -0.67 -0.55
C 2.96 1.27 1.39 -0.50
C 2.07 1.46 -1.22 -0.44
C 2.82 2.54 0.81 -0.48
C 2.38 2.63 -0.50 0.96
H 2.95 -0.84 1.05 0.39
H 1.98 -0.75 -1.10 0.59
H 3.16 1.19 2.45 0.38
H 1.59 1.63 -2.17 0.37
H 3.09 3.42 1.35 0.32
H 2.58 4.74 -0.54 0.37
H 1.33 4.09 -1.70 0.33
H 2.95 3.99 -2.10 0.33
C -1.69 -2.07 2.09 -0.91
C -0.99 -3.45 2.06 -1.08
C -1.99 -1.51 0.72 -0.11
C -0.95 -0.99 -0.06 0.20
C -3.28 -1.47 0.19 -0.54
C -1.14 -0.45 -1.30 -0.36
C -3.49 -0.92 -1.06 -0.77
C -2.44 -0.43 -1.81 0.88
O -2.58 0.02 -3.09 -0.54
H -2.61 -2.13 2.67 0.45
H -1.11 -1.28 2.58 0.40
H 0.05 -3.38 2.38 0.28
H -0.04 -0.94 0.51 0.33
H -4.15 -1.81 0.75 0.35
H -0.34 -0.01 -1.87 0.20
H -4.48 -0.95 -1.51 0.25
H -3.49 0.05 -3.40 0.29
H -0.93 -3.77 1.02 0.34
H -1.52 -4.17 2.67 0.33

(Q)
34
Properties=species:S:1:pos:R:3:mulliken_charge:R:1 method="wB97M-V/def2-TZVPD" smiles=CCc1ccc(O)cc1.Cc1ccccc1 lumo_energy_ev=0.8 e_homo_ha=-0.310
C 2.28 -0.77 -2.23 -0.63
C 3.23 -1.98 -2.48 -1.28
C 0.97 -1.32 -1.56 -0.18
C -0.08 -1.81 -2.40 -0.22
C 0.70 -1.37 -0.24 -0.05
C -1.36 -2.28 -1.95 -0.60
C -0.56 -1.81 0.26 -0.51
C -1.58 -2.29 -0.51 0.69
O -2.87 -2.48 -0.21 -0.51
H 2.67 -0.08 -1.50 0.22
H 2.14 -0.24 -3.18 0.38
H 2.90 -2.72 -3.18 0.36
H 0.06 -1.86 -3.52 0.25
H 1.41 -1.12 0.50 0.61
H -2.18 -2.69 -2.62 0.33
H -0.80 -1.74 1.43 0.04
H -3.06 -2.72 0.68 0.31
H 3.17 -2.55 -1.59 0.39
H 4.24 -1.65 -2.51 0.38
C 1.36 1.80 1.39 -1.78
C -0.78 2.59 0.59 -0.50
C -0.04 2.26 1.68 1.17
C -2.21 2.78 0.80 -0.37
C -2.73 2.78 2.16 -0.47
C -0.61 1.86 2.90 -0.38
C -1.98 2.03 3.16 -0.62
H -0.43 2.70 -0.41 0.41
H -2.87 2.99 -0.09 0.31
H 1.64 0.84 1.83 0.29
H 1.98 2.33 2.17 0.44
H -3.75 3.27 2.27 0.30
H -0.02 1.41 3.76 0.29
H -2.50 1.92 4.10 0.39
H 1.66 1.94 0.47 0.55

So which one is most stable? That would be (P), about 54.0 kcal/mol below the next structure.

(P)
34
Properties=species:S:1:pos:R:3:mulliken_charge:R:1 method="wB97M-V/def2-TZVPD" smiles=CCc1ccc(O)cc1.Cc1ccccc1 lumo_energy_ev=0.8 e_homo_ha=-0.307
C -3.33 -1.32 0.76 -0.78
C -4.83 -0.98 0.87 -1.16
C -2.49 -0.45 -0.13 0.16
C -2.49 -0.53 -1.51 -0.40
C -1.61 0.49 0.43 -0.14
C -1.61 0.22 -2.29 -0.71
C -0.87 1.40 -0.30 -0.83
C -0.77 1.14 -1.67 0.92
O 0.08 1.96 -2.35 -0.53
H -2.92 -1.43 1.76 0.36
H -3.31 -2.29 0.31 0.42
H -5.46 -1.70 0.40 0.29
H -3.14 -1.19 -2.06 0.38
H -1.54 0.58 1.51 0.41
H -1.35 0.12 -3.34 0.22
H -0.24 2.19 0.08 0.37
H 0.21 1.63 -3.25 0.29
H -5.06 0.05 0.56 0.36
H -5.14 -0.82 1.92 0.34
C 1.72 -1.07 1.88 -1.35
C 3.57 0.07 -1.20 -0.61
C 2.72 -0.61 -0.33 -0.24
C 4.39 1.03 -0.66 -0.33
C 2.68 -0.29 1.01 0.84
C 4.33 1.39 0.67 -0.51
C 3.42 0.77 1.52 -0.42
H 3.48 -0.11 -2.27 0.38
H 1.99 -1.23 -0.81 0.34
H 5.09 1.59 -1.28 0.34
H 5.05 2.13 1.00 0.35
H 0.72 -0.65 1.97 0.13
H 2.07 -1.24 2.91 0.40
H 3.11 1.21 2.45 0.35
H 1.54 -2.06 1.47 0.37

(Q)
34
Properties=species:S:1:pos:R:3:mulliken_charge:R:1 method="wB97M-V/def2-TZVPD" smiles=CCc1ccc(O)cc1.Cc1ccccc1 lumo_energy_ev=0.8 e_homo_ha=-0.318
C 1.26 -2.60 -2.28 -0.29
C 1.09 -4.18 -2.32 -1.09
C 0.35 -2.25 -1.26 0.61
C -1.00 -2.33 -1.47 -0.56
C 0.81 -1.53 -0.07 -0.88
C -1.86 -1.90 -0.38 -0.63
C -0.04 -0.91 0.82 -0.34
C -1.35 -1.31 0.69 0.49
O -2.25 -0.87 1.82 -0.56
H 2.33 -2.40 -1.96 0.26
H 1.05 -2.33 -3.40 0.32
H 0.31 -4.39 -3.19 0.22
H -1.46 -2.82 -2.33 0.32
H 1.89 -1.42 -0.05 0.32
H -2.78 -2.36 -0.25 0.45
H 0.45 -0.25 1.57 0.35
H -2.99 -0.41 1.45 0.30
H 0.65 -4.55 -1.33 0.30
H 1.90 -4.85 -2.29 0.40
C 2.00 1.63 -0.73 -1.23
C -1.34 2.79 0.78 -0.67
C -0.42 2.22 -0.02 -0.05
C -0.76 3.41 1.94 -0.18
C 1.02 2.36 0.02 0.69
C 0.60 3.68 2.10 -0.87
C 1.49 3.14 1.11 -0.28
H -2.44 2.68 0.65 0.39
H -0.75 1.58 -0.89 0.17
H -1.51 3.60 2.71 0.31
H 1.03 4.02 2.99 0.42
H 1.44 0.77 -1.32 0.16
H 2.72 1.10 -0.10 0.30
H 2.50 3.42 1.01 0.45
H 2.61 2.22 -1.50 0.38

(R)
34
Properties=species:S:1:pos:R:3:mulliken_charge:R:1 method="wB97M-V/def2-TZVPD" smiles=Cc1ccc(O)cc1.CCc1ccccc1 lumo_energy_ev=0.8 e_homo_ha=-0.298
C 1.00 -0.51 -2.81 -0.78
C 1.56 0.20 -4.04 -1.22
C 1.65 -0.03 -1.54 0.89
C 1.42 1.28 -1.04 -0.41
C 2.39 -0.86 -0.72 -0.33
C 1.96 1.64 0.16 -0.46
C 3.06 -0.43 0.44 -0.69
C 2.74 0.80 0.96 -0.48
H -0.02 -0.17 -2.70 0.24
H 1.12 -1.58 -2.91 0.40
H 2.51 -0.20 -4.37 0.33
H 0.95 1.97 -1.74 0.36
H 2.52 -1.92 -0.92 0.27
H 1.79 2.65 0.51 0.37
H 3.74 -1.12 0.92 0.43
H 3.20 1.30 1.81 0.39
H 1.63 1.29 -3.95 0.33
H 0.86 0.10 -4.86 0.39
C -4.15 0.50 0.50 -1.44
C -1.63 0.31 0.71 -0.37
C -2.89 0.20 1.29 0.46
C -0.56 -0.27 1.38 0.60
C -0.74 -0.99 2.56 0.32
C -3.02 -0.39 2.53 -0.46
C -1.94 -0.94 3.24 -0.75
O 0.34 -1.56 3.18 -0.55
H -1.54 0.87 -0.20 0.46
H 0.39 -0.49 0.92 -0.26
H -4.23 -0.21 -0.33 0.28
H -4.10 1.46 0.03 0.36
H -3.99 -0.48 3.02 0.27
H 1.13 -1.49 2.61 0.30
H -2.12 -1.36 4.23 0.40
H -5.04 0.45 1.12 0.36

(S)
34
Properties=species:S:1:pos:R:3:mulliken_charge:R:1 method="wB97M-V/def2-TZVPD" smiles=CCc1ccc(O)cc1.Cc1ccccc1 lumo_energy_ev=0.8 e_homo_ha=-0.316
C -0.38 -2.52 -0.55 -1.62
C -2.22 -1.16 -1.63 -0.57
C -1.01 -1.81 -1.72 1.20
C -2.82 -0.64 -2.77 -0.30
C -2.24 -0.72 -4.01 -0.56
C -0.43 -1.99 -2.99 -0.71
C -0.96 -1.29 -4.05 -0.32
H -2.67 -0.82 -0.71 0.31
H -3.78 -0.16 -2.58 0.33
H -0.74 -2.05 0.36 0.34
H 0.71 -2.45 -0.58 0.47
H -2.75 -0.38 -4.90 0.41
H 0.23 -2.78 -3.34 0.35
H -0.49 -1.25 -5.03 0.39
H -0.48 -3.61 -0.57 0.40
C 0.90 1.62 3.79 -0.23
C 0.94 0.36 4.63 -1.35
C 0.98 1.43 2.27 0.51
C 0.94 2.63 1.55 -0.81
C 1.17 0.25 1.57 -0.40
C 1.18 2.63 0.19 -0.43
C 1.14 0.24 0.19 -0.33
C 1.12 1.43 -0.52 -0.18
O 1.04 1.46 -1.89 -0.52
H -0.05 2.14 3.95 0.33
H 1.67 2.35 4.01 0.36
H 1.85 -0.24 4.59 0.35
H 0.77 3.56 2.07 0.39
H 1.19 -0.66 2.16 0.32
H 1.35 3.53 -0.39 0.38
H 1.23 -0.65 -0.41 0.49
H 1.88 1.44 -2.36 0.32
H 0.28 -0.35 4.09 0.31
H 0.45 0.46 5.59 0.34

So which one is most stable? That would be (R), about 7.1 kcal/mol below the next structure.

(P)
10
Properties=species:S:1:pos:R:3:mulliken_charge:R:1 method="wB97M-V/def2-TZVPD" smiles="CC1=C(F)C1(F)F" lumo_energy_ev=0.5 e_homo_ha=-0.361
C -0.05 -0.10 0.03 -0.02
C -0.81 1.02 -0.68 -0.12
C -0.10 1.28 0.55 1.00
C 0.39 -1.50 -0.14 -0.90
F -1.55 1.44 -1.60 -0.22
F -0.63 1.63 1.74 -0.27
F 1.16 1.90 0.56 -0.29
H 0.00 -2.13 0.65 0.29
H 1.56 -1.62 0.03 0.25
H 0.03 -1.91 -1.13 0.27

(Q)
10
Properties=species:S:1:pos:R:3:mulliken_charge:R:1 method="wB97M-V/def2-TZVPD" lumo_energy_ev=0.8 e_homo_ha=-0.338
C -1.17 0.01 -1.13 -0.20
C -0.37 -0.80 -0.49 -0.42
C 0.63 -0.41 0.48 0.38
C 0.89 0.78 0.99 -0.03
H -1.95 -0.26 -1.84 0.33
H -0.23 -1.85 -0.73 0.33
H 0.26 1.62 0.72 0.38
F -1.26 1.34 -0.86 -0.24
F 1.37 -1.44 0.91 -0.29
F 1.83 1.01 1.93 -0.24

So which one is most stable? That would be (Q), about 47.9 kcal/mol below the next structure.